Record 1
Below is a structure of composition C53H53F4GeN6O2STeTi, with properties calculated with ωB97M-V/def2-TZVPD.

```
! RIJCOSX wB97M-V def2-TZVPD def2/J DEFGRID3
* xyz -1 1
Ti 0.14 0.25 -0.22
C -2.79 0.83 2.22
N -2.00 1.51 1.20
C -2.92 2.17 0.29
C -1.07 2.47 1.76
C 0.07 1.80 2.52
N 0.76 0.80 1.72
C 1.90 0.30 2.20
C 2.40 -0.90 1.63
F 1.64 -1.46 0.64
C 3.55 -1.55 2.01
F 3.90 -2.70 1.42
C 4.36 -1.03 3.01
C 3.92 0.15 3.60
F 4.69 0.70 4.57
C 2.75 0.78 3.24
F 2.46 1.94 3.91
H -3.45 1.54 2.75
H -2.15 0.34 2.94
H -3.39 0.07 1.73
H -3.55 2.91 0.82
H -3.57 1.43 -0.16
H -2.36 2.69 -0.49
H -1.58 3.17 2.45
H -0.66 3.04 0.93
H -0.33 1.33 3.43
H 0.73 2.61 2.86
H 5.27 -1.50 3.31
C -4.17 1.88 -5.44
C -3.45 1.37 -4.23
C -3.94 0.28 -3.52
C -3.24 -0.23 -2.42
C -3.83 -1.29 -1.59
O -3.67 -1.29 -0.36
C -4.69 -2.28 -2.25
C -4.56 -2.61 -3.61
C -5.42 -3.51 -4.19
C -6.44 -4.09 -3.45
C -6.57 -3.79 -2.10
C -5.70 -2.91 -1.51
C -2.03 0.37 -2.01
O -1.31 -0.12 -1.05
C -1.59 1.57 -2.66
C -2.31 2.01 -3.79
C -0.51 2.34 -2.15
N 0.27 2.02 -1.09
C 1.36 2.97 -0.94
C 2.21 2.88 0.30
Te 3.56 4.56 0.29
C 1.91 5.93 0.36
C 0.96 5.79 1.36
C -0.11 6.66 1.44
C -0.24 7.69 0.52
C 0.71 7.83 -0.48
C 1.77 6.95 -0.56
C -0.29 3.64 -2.85
C -1.08 4.74 -2.52
C -0.88 5.96 -3.14
C 0.10 6.10 -4.11
C 0.87 5.01 -4.45
C 0.68 3.79 -3.83
H -5.07 1.30 -5.64
H -3.51 1.82 -6.31
H -4.45 2.93 -5.31
H -4.89 -0.15 -3.79
H -3.75 -2.18 -4.18
H -5.30 -3.77 -5.24
H -7.13 -4.79 -3.92
H -7.36 -4.25 -1.52
H -5.79 -2.65 -0.46
H -1.96 2.88 -4.33
H 0.94 3.99 -0.95
H 2.04 2.89 -1.80
H 2.79 1.96 0.35
H 1.62 2.99 1.20
H 1.06 5.00 2.09
H -0.85 6.53 2.22
H -1.07 8.38 0.59
H 0.61 8.64 -1.20
H 2.50 7.07 -1.36
H -1.85 4.63 -1.77
H -1.50 6.81 -2.87
H 0.26 7.06 -4.58
H 1.63 5.11 -5.21
H 1.27 2.93 -4.11
N -2.65 -3.32 1.22
C -2.46 -2.90 2.50
C -3.11 -3.21 3.68
C -2.59 -2.67 4.85
C -1.45 -1.88 4.82
C -0.80 -1.56 3.64
C -1.33 -2.05 2.45
N -0.91 -1.90 1.15
C -1.71 -2.68 0.44
C -1.54 -3.05 -0.93
C -2.37 -3.89 -1.66
S -1.80 -4.04 -3.28
C -0.51 -2.94 -2.86
N -0.51 -2.54 -1.64
H -3.49 -3.76 0.85
H -3.98 -3.85 3.69
H -3.07 -2.90 5.79
H -1.05 -1.51 5.75
H 0.10 -0.97 3.65
H -3.23 -4.45 -1.35
H 0.21 -2.65 -3.59
C 3.44 0.88 -4.13
Ge 3.36 0.06 -2.28
C 4.43 -1.63 -2.38
C 4.65 1.21 -1.22
C 1.48 -0.31 -1.80
H 4.33 0.57 -4.65
H 3.44 1.96 -4.08
H 2.58 0.56 -4.71
H 5.42 -1.43 -2.77
H 3.95 -2.38 -3.01
H 4.54 -2.07 -1.39
H 5.65 1.05 -1.62
H 4.68 0.94 -0.17
H 4.44 2.27 -1.30
H 1.45 -1.40 -1.74
H 0.91 -0.05 -2.71
*
```

Results
* gap between HOMO and LUMO (spin up / spin down): 3.70 / 3.70 eV
* relative energy (zero: lowest compared OMol25 entry of this formula, charge and spin): 52.0 kcal/mol

***

Record 2
Below is a structure of composition C53H57Cl3GeN5O3P3SiTeY, with properties calculated with ωB97M-V/def2-TZVPD.

```
! RIJCOSX wB97M-V def2-TZVPD def2/J DEFGRID3
* xyz 0 2
Y 0.38 0.96 1.06
Te -2.80 2.72 -2.82
C -1.11 3.66 -3.69
C -0.08 4.16 -2.89
C 0.98 4.81 -3.51
N 1.07 4.97 -4.84
C 0.07 4.51 -5.58
C -1.04 3.85 -5.06
C -2.09 1.02 -1.80
P -2.57 0.77 -0.03
C -3.31 -0.92 0.17
C -3.08 -1.54 1.39
C -3.77 -2.71 1.73
C -4.67 -3.27 0.84
C -4.90 -2.66 -0.39
C -4.24 -1.48 -0.71
C -4.26 1.53 0.15
C -5.15 1.65 -0.91
C -6.45 2.07 -0.72
C -6.91 2.36 0.56
C -6.05 2.21 1.64
C -4.74 1.79 1.43
P -0.32 0.68 -1.92
C -0.18 -1.14 -1.99
C -1.34 -1.94 -2.08
C -1.47 -3.30 -2.07
C 0.74 -3.73 -0.89
C 1.63 -2.80 -1.65
C 1.19 -1.60 -2.07
C 0.16 0.93 -3.67
C -0.71 0.52 -4.68
C -0.33 0.61 -6.01
C 0.94 1.09 -6.34
C 1.81 1.49 -5.34
C 1.42 1.41 -4.01
H -0.12 4.06 -1.82
H 1.80 5.21 -2.92
H 0.16 4.65 -6.65
H -1.83 3.50 -5.72
H -2.37 -1.11 2.08
H -3.60 -3.17 2.70
H -5.20 -4.18 1.10
H -5.61 -3.09 -1.09
H -4.46 -0.99 -1.66
H -4.86 1.34 -1.91
H -7.12 2.16 -1.57
H -7.93 2.69 0.71
H -6.40 2.40 2.64
H -4.10 1.65 2.29
H -2.24 -1.38 -2.24
H -2.45 -3.72 -2.25
H 1.32 -4.60 -0.57
H 2.65 -3.10 -1.85
H 1.90 -0.91 -2.50
H -1.68 0.12 -4.43
H -1.01 0.30 -6.79
H 1.24 1.15 -7.38
H 2.79 1.88 -5.59
H 2.10 1.76 -3.23
C -0.06 1.18 5.76
Si -1.00 0.37 4.35
C -2.15 1.75 3.80
C -2.08 -0.99 5.08
N -0.14 -0.28 2.98
C 0.76 -1.32 3.20
C 1.20 -1.73 4.48
C 2.12 -2.75 4.67
C 2.65 -3.44 3.59
C 2.19 -3.11 2.33
C 1.27 -2.10 2.14
O 0.75 -1.92 0.83
C 0.17 -3.12 0.37
C -0.71 -3.77 1.18
C -1.34 -5.01 0.97
C -1.28 -5.90 -0.14
C -0.87 -5.64 -1.40
C -0.36 -4.29 -1.84
H -0.80 1.55 6.48
H 0.52 2.03 5.41
H 0.62 0.51 6.30
H -3.11 1.65 4.31
H -2.32 1.75 2.72
H -1.73 2.72 4.06
H -2.27 -0.80 6.14
H -1.61 -1.98 5.00
H -3.05 -1.04 4.57
H 0.80 -1.22 5.35
H 2.41 -3.01 5.68
H 3.39 -4.21 3.73
H 2.53 -3.67 1.46
H -0.94 -3.28 2.12
H -1.95 -5.36 1.80
H -1.68 -6.90 0.05
H -0.90 -6.43 -2.14
H 0.14 -4.43 -2.81
Cl 4.23 4.47 2.25
Ge 2.03 3.95 2.40
Cl 1.96 2.97 0.14
Cl 2.13 1.71 3.07
C 6.40 -0.64 0.80
N 6.01 0.77 0.81
C 6.17 1.33 -0.52
N 5.44 0.58 -1.55
C 5.83 -0.82 -1.49
N 5.64 -1.43 -0.17
C 4.23 -1.52 0.20
P 3.33 0.14 0.26
C 4.65 0.95 1.32
C 3.99 0.74 -1.40
H 6.25 -1.06 1.80
H 7.46 -0.70 0.54
H 7.23 1.32 -0.78
H 5.82 2.36 -0.51
H 6.89 -0.90 -1.74
H 5.25 -1.38 -2.23
H 4.15 -1.97 1.19
H 3.72 -2.17 -0.50
H 4.58 0.52 2.32
H 4.45 2.01 1.40
H 3.74 1.79 -1.52
H 3.51 0.18 -2.19
C -1.23 5.17 1.39
C -1.07 3.71 1.06
O -1.61 3.24 0.05
O -0.36 2.98 1.84
H -1.87 5.26 2.27
H -1.67 5.70 0.55
H -0.26 5.60 1.64
*
```

Results
* gap between HOMO and LUMO (spin up / spin down): 5.56 / 6.18 eV
* relative energy (zero: lowest compared OMol25 entry of this formula, charge and spin): 94.2 kcal/mol
* ⟨S²⟩: 1.8061

***

Number 1: total energy -177487.2964 eV. Number 2: total energy -207646.3035 eV.